C6H14NOPS3 | ωB97M-V/def2-TZVPD

Atoms and positions in Å:
S 2.0954 -1.6926 -0.9835
S -0.8633 -1.0152 -2.4273
S 0.8343 3.4111 -1.6774
P 0.4873 -0.6694 -0.9003
O -0.3284 -0.8308 0.4078
N 0.5159 1.0267 -0.7674
C 2.5250 1.6434 0.5079
C -0.8097 -2.0357 1.0013
C 1.0388 1.5974 0.5058
C -2.3874 -0.3045 -1.7369
C 0.6662 1.8096 -1.8735
C -1.0906 -1.7529 2.4106
H -2.5788 -0.8943 -0.7995
H -1.8815 -1.0016 2.4358
H 0.5118 1.0810 -2.7662
H 2.9047 0.6028 0.3285
H 0.6064 2.5687 0.6242
H -1.4561 -2.6505 3.0242
H 2.8295 2.3796 -0.2049
H 2.8791 1.9928 1.4446
H -3.1622 -0.3753 -2.5510
H -2.1339 0.7301 -1.3801
H 0.6881 0.9651 1.2973
H -0.0313 -2.8312 0.7634
H -0.2211 -1.3734 2.9012
H -1.6381 -2.3807 0.4152

Forces on atoms 1 to 6 (eV/Å):
S 0.0541 -0.0337 -0.3786
S 0.2054 -0.5352 -0.6504
S 0.1422 0.5203 -1.5642
P 0.1121 0.1434 -0.4555
O -1.2630 0.1043 1.4597
N 1.2492 0.2043 0.2533

Energy (eV): -51782.077
SMILES: CCO[P@@](=S)(SC)N(C=S)CC
HOMO-LUMO gap (eV): 8.946
Net charge: 0